[1]
2 unconnected molecules or ions with the total composition C6H17NOS. Source: the Open Molecules 2025 dataset; level of theory: wB97M-V/def2-TZVPD.

Atoms and positions in Å:
C  -1.29771  1.95217  -0.11116
C  0.05315  1.14969  0.12034
C  1.18340  2.25364  0.09348
C  0.05313  0.16498  -1.02189
N  1.40078  -0.58915  -1.12133
C  1.53225  -1.79265  -0.28664
C  0.38919  -2.06572  0.60433
S  0.68853  -1.40754  2.31589
H  -1.52368  2.49731  -1.06035
H  -1.44127  2.73017  0.72254
H  -2.11496  1.25118  0.20477
H  0.00801  0.76057  1.18825
H  1.24290  2.73085  1.06237
H  2.14029  1.98130  -0.12896
H  0.83847  2.85609  -0.76782
H  -0.66697  -0.70840  -1.00526
H  -0.04915  0.67121  -2.07587
H  2.02637  0.13247  -0.94219
H  2.43296  -1.57913  0.36602
H  1.85631  -2.47375  -1.07091
H  0.34191  -3.19412  0.88924
H  -0.62544  -1.84270  0.25720
H  0.33952  -0.10687  2.20591
O  -3.11734  -1.96272  0.17895
H  -3.00422  -1.07494  0.01284
H  -2.68642  -2.33393  -0.62976

## Properties
M: 151.27 Da
SMILES string: CC(C)CNCCS.O
orbital gap: 9.18 eV
highest occupied orbital energy: -8.534 eV

Atomic charges from the Löwdin analysis, expressed in e, are listed below: atom 1 (C): -0.102, atom 2 (C): -0.406, atom 3 (C): -0.047, atom 4 (C): -0.200, atom 5 (N): -0.069, atom 6 (C): -0.321, atom 7 (C): -0.520, atom 8 (S): 0.725, atom 9 (H): 0.086, atom 10 (H): 0.093, atom 11 (H): 0.067, atom 12 (H): 0.061, atom 13 (H): 0.082, atom 14 (H): 0.024, atom 15 (H): 0.089, atom 16 (H): 0.095, atom 17 (H): 0.150, atom 18 (H): 0.038, atom 19 (H): 0.107, atom 20 (H): 0.103, atom 21 (H): 0.101, atom 22 (H): 0.025, atom 23 (H): -0.184, atom 24 (O): -0.029, atom 25 (H): -0.035, atom 26 (H): 0.066

=====

[2]
A molecular structure, C23H40N4NiO5. Source: the Open Molecules 2025 dataset; level of theory: wB97M-V/def2-TZVPD.

Atoms and positions in Å:
O  0.86902  3.06386  -1.21180
H  0.83340  4.01657  -1.00843
Ni  0.24579  0.21183  -2.10687
N  -0.55857  -0.36654  -3.79762
N  1.36404  -1.45548  -2.74318
O  -1.71473  0.11998  -4.16584
O  2.46749  -2.08526  -2.15924
C  0.03871  -1.29468  -4.59184
C  1.17657  -1.88787  -3.99326
C  -0.50767  -1.66232  -5.91309
C  2.04355  -2.89828  -4.65429
H  -1.39102  -1.07031  -6.15197
H  -0.77934  -2.72215  -5.94963
H  0.23797  -1.50246  -6.69579
H  2.68696  -3.38602  -3.91936
H  2.67978  -2.42434  -5.41552
H  1.44194  -3.65387  -5.17604
H  -1.53484  1.37665  -3.32214
H  2.62929  -1.61688  -1.32010
O  -0.42674  -2.81824  -0.58966
H  -1.25758  -3.22244  -0.88678
H  0.19317  -2.95645  -1.33211
C  1.83303  1.92645  -2.68125
H  2.57377  2.35130  -2.02423
H  1.26827  2.61438  -3.30991
H  2.31600  1.16028  -3.32548
O  -1.10456  2.11967  -2.75555
H  -0.01235  2.82551  -1.59003
H  -0.98896  2.84793  -3.38071
C  -5.60586  0.24261  1.74590
C  -4.17936  0.09687  2.27708
C  -3.92451  1.20197  3.31401
C  -4.03942  -1.27191  2.96370
C  -3.15111  0.17887  1.14620
C  -3.49643  0.17909  -0.20671
C  -2.48858  0.11385  -1.16400
N  -1.18550  0.16880  -0.82010
C  -0.82742  0.17654  0.49082
C  -1.79765  0.17202  1.49964
C  0.59654  0.21533  0.71485
C  1.18769  0.31257  1.98118
C  2.57675  0.38112  2.10219
C  3.33447  0.38068  0.93117
C  2.69471  0.30319  -0.30482
N  1.35313  0.19860  -0.41550
C  3.18993  0.50580  3.50189
C  4.71843  0.41432  3.47493
C  2.78958  1.86211  4.09991
C  2.65572  -0.61019  4.41070
H  -6.31621  0.16732  2.57730
H  -5.84643  -0.54703  1.02634
H  -5.74827  1.21753  1.26621
H  -4.68229  1.14750  4.10628
H  -2.93793  1.10270  3.77910
H  -3.98805  2.18964  2.83980
H  -4.19829  -2.07980  2.23710
H  -3.04196  -1.39373  3.40244
H  -4.78386  -1.37518  3.76331
H  -4.52802  0.22674  -0.56689
H  -2.70209  0.03753  -2.22452
H  -1.44946  0.14329  2.53343
H  0.54278  0.35139  2.85103
H  4.41811  0.45410  0.94283
H  3.26739  0.41706  -1.22900
H  5.15224  1.22333  2.87870
H  5.11545  0.49977  4.49416
H  5.04428  -0.54927  3.06788
H  1.70120  1.96430  4.16454
H  3.20490  1.97653  5.10902
H  3.17142  2.67929  3.47670
H  1.56825  -0.56507  4.51469
H  2.92278  -1.59187  4.00383
H  3.09053  -0.52913  5.41444

## Properties
M: 511.29 Da
orbital gap (spin up / spin down): 5.66 / 5.55 eV
spin multiplicity: 3
highest occupied orbital energy (spin up / spin down): -5.767 / -5.733 eV

Atomic charges from the Löwdin analysis, expressed in e, are listed below: atom 1 (O): -0.171, atom 2 (H): 0.064, atom 3 (Ni): 0.485, atom 4 (N): -0.113, atom 5 (N): -0.038, atom 6 (O): -0.192, atom 7 (O): -0.066, atom 8 (C): -0.264, atom 9 (C): -0.260, atom 10 (C): -0.036, atom 11 (C): -0.006, atom 12 (H): 0.072, atom 13 (H): 0.082, atom 14 (H): 0.085, atom 15 (H): 0.075, atom 16 (H): 0.102, atom 17 (H): 0.087, atom 18 (H): 0.003, atom 19 (H): 0.064, atom 20 (O): -0.057, atom 21 (H): 0.047, atom 22 (H): 0.023, atom 23 (C): -0.145, atom 24 (H): -0.014, atom 25 (H): -0.011, atom 26 (H): -0.029, atom 27 (O): -0.138, atom 28 (H): 0.008, atom 29 (H): 0.071, atom 30 (C): -0.069, atom 31 (C): -0.565, atom 32 (C): -0.048, atom 33 (C): -0.042, atom 34 (C): -0.144, atom 35 (C): 0.023, atom 36 (C): -0.058, atom 37 (N): 0.047, atom 38 (C): -0.169, atom 39 (C): 0.058, atom 40 (C): -0.161, atom 41 (C): 0.062, atom 42 (C): -0.141, atom 43 (C): 0.024, atom 44 (C): -0.109, atom 45 (N): 0.055, atom 46 (C): -0.562, atom 47 (C): -0.067, atom 48 (C): -0.043, atom 49 (C): -0.049, atom 50 (H): 0.088, atom 51 (H): 0.084, atom 52 (H): 0.093, atom 53 (H): 0.089, atom 54 (H): 0.075, atom 55 (H): 0.095, atom 56 (H): 0.094, atom 57 (H): 0.082, atom 58 (H): 0.089, atom 59 (H): 0.114, atom 60 (H): 0.101, atom 61 (H): 0.108, atom 62 (H): 0.105, atom 63 (H): 0.111, atom 64 (H): 0.117, atom 65 (H): 0.085, atom 66 (H): 0.089, atom 67 (H): 0.092, atom 68 (H): 0.082, atom 69 (H): 0.089, atom 70 (H): 0.094, atom 71 (H): 0.075, atom 72 (H): 0.094, atom 73 (H): 0.089

=====

[3]
C4H3FN2O in the gas phase. Source: the Open Molecules 2025 dataset; level of theory: wB97M-V/def2-TZVPD.

Atoms and positions in Å:
N  -2.51763  -1.62126  -0.03420
C  -1.53582  -1.06250  0.30142
C  -0.23909  -0.49796  0.83484
N  -0.10489  0.96640  0.98997
C  0.89552  1.16542  0.00155
O  1.63423  2.09397  -0.29726
C  0.82278  -0.36244  -0.27543
F  0.45374  -0.81389  -1.46792
H  0.09245  -1.01422  1.80390
H  -0.34369  1.46637  1.91643
H  1.79097  -0.74999  0.00446

## Properties
M: 114.08 Da
SMILES string: N#C[C@@H]1NC(=O)[C@@H]1F
orbital gap: 11.06 eV
highest occupied orbital energy: -10.786 eV

Atomic charges from the Löwdin analysis, expressed in e, are listed below: atom 1 (N): 0.153, atom 2 (C): -0.129, atom 3 (C): -0.215, atom 4 (N): 0.100, atom 5 (C): -0.352, atom 6 (O): 0.093, atom 7 (C): -0.243, atom 8 (F): 0.075, atom 9 (H): 0.171, atom 10 (H): 0.188, atom 11 (H): 0.158

=====

Results for relative energy (zero: lowest compared OMol25 entry of this formula, charge and spin): 240.7; 0.0; 206.0 (in kJ/mol, following the order of the records).
Results for energy: -20867.846; -81736.390; -11940.063 (in eV, following the order of the records).